Record 1
The following is a quantum chemistry calculation of the ion H4N with charge +1, from the OMol25 dataset.

```
5
Properties=species:S:1:pos:R:3
N -0.0011 -0.0089 0.0120
H 0.0792 -0.3465 -0.9536
H -1.0010 0.1164 0.2088
H 0.4482 -0.6588 0.6598
H 0.4747 0.8978 0.0730
```

**Gap between HOMO and LUMO**: 20.29 eV
**Molar mass**: 18.04 g/mol
**LUMO energy**: -0.176 Ha
**SMILES string**: [NH4+]
**HOMO level**: -25.088 eV
**Total charge**: +1
**Energy relative to the best compared isomer or geometry (same formula, charge and spin)**: 0.2 kcal per mole
**F_max**: 0.57 eV/A
**Total energy**: -1547.86560 eV
**2S+1**: 1



Record 2
The following is a quantum chemistry calculation of a cluster of 2 separate species, H4N2O in total, from the OMol25 dataset.

```
7
Properties=species:S:1:pos:R:3
N 1.9317 -0.4569 -0.4149
O 1.1722 -1.0776 0.2964
H 2.7681 -0.0852 0.1196
N -1.4584 0.5238 -0.2429
H -0.7000 -0.1349 -0.1381
H -1.3903 1.2181 0.4894
H -2.3233 0.0125 -0.1094
```

**Gap between HOMO and LUMO**: 9.12 eV
**Molar mass**: 48.05 g/mol
**LUMO energy**: -0.025 Ha
**SMILES string**: N=O.N
**HOMO level**: -9.803 eV
**Total charge**: 0
**Energy relative to the best compared isomer or geometry (same formula, charge and spin)**: 22.3 kcal per mole
**F_max**: 1.71 eV/A
**Total energy**: -5089.72015 eV
**2S+1**: 1



Record 3
The following is a quantum chemistry calculation of a cluster of 2 separate species, H4N2O2Si in total, from the OMol25 dataset.

```
9
Properties=species:S:1:pos:R:3
N 0.9015 -0.4758 -0.0430
N -2.1345 0.3445 -2.2856
O -3.3359 0.4512 -2.2475
O -1.4681 0.2815 -3.2953
Si -0.5287 0.3981 0.1657
H 1.0701 -1.5004 -0.1655
H 1.7500 0.0029 0.1338
H -0.0078 1.7370 0.3393
H -1.5027 -0.2399 1.2571
```

**Gap between HOMO and LUMO (spin up / spin down)**: 7.10 / 6.95 eV
**Molar mass**: 92.13 g/mol
**LUMO energy (spin up / spin down)**: -0.047 / -0.048 Ha
**HOMO level (spin up / spin down)**: -8.376 / -8.254 eV
**Total charge**: 0
**Energy relative to the best compared isomer or geometry (same formula, charge and spin)**: 54.2 kcal per mole
**F_max**: 2.08 eV/A
**Total energy**: -15013.31342 eV
**2S+1**: 1



Record 4
The following is a quantum chemistry calculation of a cluster of 2 separate species, H4N2O3 in total, from the OMol25 dataset.

```
9
Properties=species:S:1:pos:R:3
N 1.0330 0.2647 -1.7031
N -1.3433 0.0947 1.6274
O 1.2341 -0.8591 -0.8922
O -0.1218 0.2334 1.2127
O 0.1608 -1.0450 -0.1848
H 1.9617 0.5590 -2.1644
H 0.7255 0.9585 -1.0442
H -1.6028 -0.6980 2.1126
H -2.0472 0.4919 1.0360
```

**Gap between HOMO and LUMO (spin up / spin down)**: 9.49 / 9.00 eV
**Molar mass**: 80.04 g/mol
**LUMO energy (spin up / spin down)**: 0.016 / 0.009 Ha
**HOMO level (spin up / spin down)**: -9.059 / -8.756 eV
**Total charge**: 0
**Energy relative to the best compared isomer or geometry (same formula, charge and spin)**: 45.9 kcal per mole
**F_max**: 2.94 eV/A
**Total energy**: -9179.11370 eV
**2S+1**: 1



Record 5
The following is a quantum chemistry calculation of a cluster of 2 separate species, H4N2OS3 in total, from the OMol25 dataset.

```
10
Properties=species:S:1:pos:R:3
N -0.3940 -2.6067 -0.6364
N -0.4334 1.6033 1.6381
O 0.9064 1.8726 -2.3650
S 0.3464 -1.6797 0.6356
S -0.7354 2.2967 0.1335
S 0.9613 1.5496 -0.9277
H -0.3690 -3.5544 -0.7087
H -0.3822 -2.0785 -1.4738
H -0.1846 0.5334 1.5946
H 0.2846 2.0636 2.1099
```

**Gap between HOMO and LUMO (spin up / spin down)**: 8.41 / 6.38 eV
**Molar mass**: 144.25 g/mol
**LUMO energy (spin up / spin down)**: -0.031 / -0.063 Ha
**HOMO level (spin up / spin down)**: -9.267 / -8.103 eV
**Total charge**: 0
**Energy relative to the best compared isomer or geometry (same formula, charge and spin)**: 27.0 kcal per mole
**F_max**: 5.62 eV/A
**Total energy**: -37595.47627 eV
**2S+1**: 1



Record 6
The following is a quantum chemistry calculation of a cluster of 2 separate species, H4N2S2 in total, from the OMol25 dataset.

```
8
Properties=species:S:1:pos:R:3
N -2.4050 -0.8025 0.0711
N 2.4425 0.7935 0.0899
S -1.7056 0.7034 0.1093
S 1.4957 -0.5097 0.5366
H -2.8155 -1.1111 0.9477
H -2.4104 -1.5030 -0.6355
H 3.1879 1.0099 0.7344
H 2.9020 0.6637 -0.8162
```

**Gap between HOMO and LUMO (spin up / spin down)**: 7.37 / 8.02 eV
**Molar mass**: 96.18 g/mol
**LUMO energy (spin up / spin down)**: -0.033 / -0.021 Ha
**HOMO level (spin up / spin down)**: -8.274 / -8.588 eV
**Total charge**: 0
**Energy relative to the best compared isomer or geometry (same formula, charge and spin)**: 33.4 kcal per mole
**F_max**: 1.96 eV/A
**Total energy**: -24713.32137 eV
**2S+1**: 1